[1]
Formula: C36H50F2INO14
Source: the OMol25 dataset
Level of theory: wB97M-V/def2-TZVPD

Geometry as XYZ:
```
104
Properties=species:S:1:pos:R:3:mulliken_charge:R:1
C 6.16037 -0.19819 0.85191 -1.06
C 5.96065 0.28990 -0.59293 -0.60
I 6.51407 2.37453 -0.72515 0.01
C 4.53552 0.17398 -1.11706 -0.90
C 3.94339 -1.18973 -1.01638 0.41
C 4.62567 -2.33197 -0.89346 -0.19
C 3.97967 -3.65054 -0.82207 -0.24
O 4.58459 -4.66161 -1.08142 -0.58
C 2.53287 -3.66060 -0.43570 0.69
C 1.93461 -4.79718 0.07694 0.23
F 2.60769 -5.91950 0.25978 -0.30
C 0.59288 -4.77948 0.43634 0.34
N -0.00261 -5.96938 0.98189 -0.58
C 0.27392 -6.19178 2.15675 0.70
O 0.50211 -6.45755 3.26873 -0.42
C -0.17605 -3.63971 0.25094 0.13
C -1.63401 -3.63169 0.61683 -0.95
C -2.38400 -4.73595 -0.10560 -0.03
O -3.42818 -5.18099 0.27300 -0.51
C 0.44329 -2.51172 -0.26640 0.21
F -0.29940 -1.41973 -0.41687 -0.38
C 1.78803 -2.48973 -0.59863 0.19
C 2.46411 -1.27279 -1.12238 0.27
O 1.83877 -0.38620 -1.65414 -0.69
H 5.21669 -0.48330 1.30523 0.21
H 6.77440 -1.10088 0.83188 0.26
H 6.67272 0.52407 1.47434 0.46
H 6.66599 -0.20887 -1.24881 0.73
H 3.90658 0.91773 -0.63400 0.47
H 4.54381 0.42008 -2.18330 0.54
H 5.70544 -2.33956 -0.86308 0.44
H -1.79979 -3.75637 1.68410 0.33
H -2.09183 -2.70428 0.27719 0.36
H -1.91020 -5.12124 -1.02699 0.42
O 3.71603 1.43706 1.83161 -0.50
C 3.59868 2.25784 2.70506 0.73
O 4.51605 3.23405 2.79221 -0.37
C 4.37440 4.35032 3.68215 -0.23
C 4.86547 4.03409 5.07813 -1.05
C 2.50309 2.18222 3.73756 -0.62
H 3.34689 4.71527 3.68420 0.22
H 4.98862 5.13368 3.24111 0.33
H 4.28084 3.23844 5.53900 0.26
H 4.79677 4.91835 5.71123 0.37
H 5.90412 3.70311 5.04485 0.35
H 2.80247 1.48111 4.51637 0.29
H 1.60504 1.80831 3.25215 0.24
H 2.25127 3.13691 4.18923 -0.02
O 3.96874 -0.86340 -4.31143 -0.59
C 2.92114 -1.00801 -4.88649 0.74
O 2.78279 -2.07209 -5.69984 -0.40
C 1.52507 -2.42836 -6.28348 -0.10
C 1.25405 -1.66196 -7.56196 -1.00
C 1.80093 -0.00367 -4.76482 -0.71
H 0.71504 -2.31497 -5.56427 0.13
H 1.61050 -3.49241 -6.50534 0.35
H 1.18124 -0.59027 -7.37887 0.25
H 0.31823 -1.99515 -8.01361 0.30
H 2.06308 -1.81889 -8.27634 0.36
H 1.99522 0.82495 -5.44585 0.29
H 1.81018 0.36753 -3.74536 0.22
H 0.80905 -0.40571 -4.95999 0.22
O 1.04339 5.21021 5.36463 -0.57
C -0.04085 5.04167 4.86635 0.90
O -0.22656 3.95738 4.10215 -0.31
C -1.51427 3.56603 3.59056 -0.47
C -1.84567 4.28874 2.30415 -1.06
C -1.15683 6.04784 5.01745 -1.14
H -2.27626 3.68968 4.34654 0.45
H -1.42674 2.49658 3.39973 0.29
H -1.91952 5.36575 2.45573 0.27
H -2.79485 3.93305 1.90803 0.34
H -1.06401 4.11573 1.56307 0.36
H -1.00443 6.84410 4.29004 0.26
H -1.09600 6.47046 6.01726 0.35
H -2.15321 5.63143 4.88888 0.33
O -4.42299 3.65132 4.09294 -0.50
C -5.39937 3.01518 4.39530 0.69
O -6.34907 3.61222 5.12972 -0.37
C -7.61750 3.00897 5.41098 -0.45
C -7.55638 2.08446 6.60835 -0.95
C -5.53440 1.55556 4.03186 -0.99
H -8.01023 2.51208 4.52306 0.38
H -8.28086 3.84553 5.62112 0.30
H -6.88226 1.24521 6.43689 0.27
H -8.54679 1.68820 6.83168 0.35
H -7.19017 2.62482 7.48093 0.30
H -4.98363 0.96515 4.76314 0.26
H -5.08507 1.40885 3.05283 0.32
H -6.55920 1.19797 3.98400 0.35
O -1.41938 -2.20021 -5.22302 -0.62
C -2.22377 -2.63458 -6.00378 0.81
O -2.93514 -1.76490 -6.74079 -0.35
C -3.79573 -2.16766 -7.81156 -0.44
C -5.17107 -2.56596 -7.31922 -0.99
C -2.49630 -4.11624 -6.11838 -1.02
H -3.32614 -2.95195 -8.40692 0.34
H -3.87032 -1.29067 -8.45165 0.35
H -5.12820 -3.43103 -6.65745 0.28
H -5.81897 -2.81019 -8.16103 0.36
H -5.61955 -1.74676 -6.75770 0.30
H -3.18681 -4.40332 -5.32641 0.28
H -1.55688 -4.64372 -5.97140 0.29
H -2.90480 -4.42509 -7.07677 0.37
```

## Properties
- highest occupied orbital energy (Ha) = -0.3167
- total charge = 0
- orbital gap (eV) = 7.7


[2]
Formula: C36H50N4O2STe2Ti
Source: the OMol25 dataset
Level of theory: wB97M-V/def2-TZVPD

Geometry as XYZ:
```
96
Properties=species:S:1:pos:R:3:mulliken_spin:R:1
Ti 0.33481 0.48861 1.69531 0.23
C -1.37478 -4.41974 2.60242 0.05
N -0.75782 -3.10145 2.92655 0.16
C -1.05907 -2.52614 4.18969 0.01
C -0.20504 -2.40340 1.98613 0.66
O 0.50690 -1.32345 2.22758 0.03
H -1.76654 -4.89403 3.50876 0.01
H -0.62809 -5.02566 2.11968 -0.03
H -2.19890 -4.29251 1.86605 0.01
H -2.03825 -2.70942 4.57358 -0.01
H -0.83620 -1.44354 4.21751 0.01
H -0.37565 -2.93450 5.01850 0.01
H -0.39219 -2.55102 0.92838 -0.04
Te 2.96281 0.70332 0.36190 -0.01
C 3.11112 2.76988 -0.21370 0.05
C 2.99636 3.85143 0.67113 0.00
C 2.86943 5.13540 0.14999 -0.01
C 3.04731 5.39369 -1.17730 0.00
C 3.31209 4.32650 -2.03133 0.00
C 3.29319 3.03389 -1.59528 0.00
H 2.79057 3.58381 1.73772 0.00
H 2.60516 5.88861 0.83933 0.00
H 2.98094 6.44588 -1.55985 0.00
H 3.47084 4.58526 -3.10929 0.00
H 3.25638 2.16653 -2.27984 0.00
C 6.09980 -1.92771 7.05051 0.00
C 4.64607 -2.19071 7.03967 -0.02
N 4.22812 -3.48298 6.54694 0.00
C 4.85173 -3.59373 5.16338 -0.01
C 6.36283 -3.58312 5.22495 0.00
N 6.81015 -3.25527 6.62834 0.00
C 6.36721 -4.39039 7.49598 0.00
C 4.76148 -4.59640 7.35095 0.00
H 6.44746 -1.49754 8.07748 0.00
H 6.31107 -1.12572 6.36820 0.00
H 4.15119 -1.43379 6.42161 0.03
H 4.26512 -2.00570 8.05383 0.00
H 4.43436 -2.74034 4.60816 0.02
H 4.46690 -4.43937 4.54420 0.00
H 6.70840 -2.89757 4.49254 0.00
H 6.74778 -4.57720 4.93389 0.00
H 7.85278 -3.10243 6.69605 0.00
H 6.74186 -4.11146 8.46430 0.00
H 6.92952 -5.20724 7.07655 0.00
H 4.20949 -4.66408 8.26942 0.00
H 4.57258 -5.52937 6.74189 0.00
C -3.16239 1.81419 1.31436 -0.01
C -1.68069 1.46431 1.47709 -0.01
O -1.00645 0.87471 0.42149 0.06
N -1.03263 1.49874 2.58082 0.00
Te -1.62866 0.77064 -4.03270 0.00
C -2.25887 2.78880 -4.38205 0.00
C -2.37706 3.63241 -3.22841 0.00
C -2.16895 3.25851 -1.82060 0.00
C -2.71820 4.92042 -3.55009 0.00
C -2.83578 5.45378 -4.84348 0.00
C -3.08916 6.95625 -5.05966 0.00
C -2.75192 4.62441 -5.92744 0.00
C -2.33499 3.27549 -5.73371 0.00
C -2.24843 2.27211 -6.85092 0.00
C -3.13621 -0.75469 -4.51018 0.00
C -2.87305 -1.85539 -5.36676 0.00
C -1.70078 -1.80493 -6.24205 0.00
C -3.76188 -2.96612 -5.29176 0.00
C -4.77837 -3.03886 -4.29618 0.00
C -5.60314 -4.28583 -4.07986 0.00
C -4.89519 -1.96267 -3.41831 0.00
C -4.09577 -0.80957 -3.50349 0.00
C -4.41195 0.23790 -2.50449 0.00
H -3.71232 1.57191 2.25014 0.01
H -3.49102 1.30586 0.38192 0.00
H -3.16671 2.89975 1.03546 0.00
H -1.37997 3.93858 -1.40680 0.00
H -1.76374 2.26061 -1.69993 0.00
H -3.12709 3.21230 -1.26171 0.00
H -2.77158 5.66089 -2.74595 0.00
H -4.11957 7.19741 -4.84278 0.00
H -2.94850 7.25719 -6.10586 0.00
H -2.38427 7.53375 -4.40862 0.00
H -2.87687 5.02290 -6.95210 0.00
H -2.35676 2.72494 -7.82709 0.00
H -2.97443 1.45279 -6.74447 0.00
H -1.25456 1.84903 -6.84939 0.00
H -0.81866 -1.99834 -5.62769 0.00
H -1.57066 -0.78540 -6.58096 0.00
H -1.85135 -2.43132 -7.14761 0.00
H -3.56239 -3.74917 -6.02019 0.00
H -5.65652 -4.59822 -3.04300 0.00
H -5.14871 -5.18573 -4.62530 0.00
H -6.60849 -4.09562 -4.45348 0.00
H -5.48991 -2.07085 -2.51161 0.00
H -5.31144 -0.13499 -1.96894 0.00
H -4.61170 1.23130 -2.98170 0.00
H -3.56881 0.38734 -1.77226 0.00
S 2.98921 1.60908 3.62995 0.43
C 2.21605 1.17355 2.22592 0.38
```

## Properties
- highest occupied orbital energy (alpha / beta) (Ha) = -0.1256 / -0.1911
- total charge = 0
- orbital gap (alpha / beta) (eV) = 2.0 / 3.8
- <S²> = 2.01
- spin multiplicity = 3


[3]
Formula: C36H50O14
Source: the OMol25 dataset
Level of theory: wB97M-V/def2-TZVPD

Geometry as XYZ:
```
100
Properties=species:S:1:pos:R:3:mulliken_charge:R:1
C 1.14270 0.45511 3.16633 -1.34
C 0.38035 -0.31834 2.07809 1.61
O -0.98591 0.02750 2.19106 -0.31
C -1.77832 -0.51572 1.17010 -0.49
C -1.78247 -2.04654 1.04549 -0.34
C -2.03261 -2.84042 2.35064 0.04
C -2.49919 -2.12930 3.63138 -0.64
C -1.35132 -2.42184 4.63068 0.33
O -1.30332 -2.10865 5.79326 -0.62
O -0.34137 -3.08669 3.97104 -0.31
C -0.98415 -3.80051 2.90980 0.01
C -0.14582 -4.64305 1.95268 -1.42
C 1.17148 -4.06423 1.42234 -0.03
O 1.41140 -4.16785 0.22604 -0.61
C 2.19526 -3.37794 2.27515 0.91
C 2.89724 -2.35969 1.67880 -0.58
C 3.83496 -1.63489 2.35128 -0.46
C 4.08404 -1.92860 3.67016 -0.53
C 3.40578 -2.94808 4.26695 -0.70
C 2.46666 -3.67375 3.58668 0.02
H 1.23096 -0.19123 4.04417 0.24
H 0.50803 1.28912 3.45817 0.19
H 2.13751 0.74451 2.84270 0.32
H 0.46519 -1.37662 2.33370 -1.32
H 0.81725 -0.09198 1.09601 0.46
H -2.81019 -0.17762 1.27892 0.47
H -1.42559 -0.10948 0.21015 0.06
H -0.82691 -2.36506 0.61690 -0.37
H -2.56989 -2.31606 0.34186 0.53
H -2.87871 -3.49403 2.10650 0.80
H -3.47562 -2.45901 3.98737 0.38
H -2.60297 -1.04459 3.60640 0.14
H -1.58077 -4.55932 3.44201 0.57
H 0.11168 -5.60598 2.40463 0.51
H -0.76446 -4.86595 1.08416 0.40
H 2.68692 -2.10658 0.64710 0.46
H 4.35632 -0.83980 1.83756 0.44
H 4.80162 -1.35230 4.23904 0.40
H 3.57970 -3.18562 5.30895 0.39
H 1.89908 -4.46675 4.05516 0.36
O 1.08949 -1.67932 -5.78227 -0.62
C 1.11822 -2.48398 -4.89706 0.51
C 1.05425 -3.99351 -5.03275 -0.38
C 0.73097 -4.43239 -3.60800 0.02
C 1.36295 -3.32797 -2.77871 0.07
O 1.25438 -2.14134 -3.59274 -0.31
H 2.02739 -4.35887 -5.36370 0.28
H 0.28224 -4.28692 -5.73935 0.11
H 1.10186 -5.42364 -3.35564 0.46
H -0.35024 -4.43197 -3.46324 -0.18
H 2.41911 -3.51286 -2.57209 0.11
H 0.84632 -3.17017 -1.83798 -0.09
O 1.63539 3.70678 2.29447 -0.61
C 0.66962 4.23984 2.76313 0.67
C 0.49199 5.71687 3.02937 -0.06
C -0.71850 5.74001 3.95675 -0.68
C -1.47310 4.49483 3.51533 -0.49
O -0.45672 3.56998 3.08918 -0.24
H 0.28795 6.21745 2.08285 -0.32
H 1.37747 6.13642 3.50167 0.40
H -1.31350 6.64904 3.88979 0.36
H -0.39012 5.62982 4.99217 0.31
H -2.13760 4.68858 2.67130 0.30
H -2.05016 4.04839 4.32201 0.33
O -1.75845 -5.99846 -6.77494 -0.58
C -2.50013 -5.51296 -5.97466 0.54
C -3.72705 -4.67102 -6.26077 -0.46
C -4.00531 -4.03021 -4.90476 -0.50
C -3.45936 -5.07378 -3.94244 -0.27
O -2.35842 -5.68933 -4.63450 -0.35
H -4.53735 -5.32895 -6.57806 0.27
H -3.51768 -3.93265 -7.02934 0.29
H -5.05344 -3.79329 -4.73195 0.34
H -3.43271 -3.10570 -4.81214 0.25
H -4.19391 -5.84658 -3.70513 0.31
H -3.09926 -4.63334 -3.01452 0.20
O -0.53396 6.74120 0.10410 -0.57
C 0.36883 7.32130 -0.42920 0.57
C 1.83063 6.91785 -0.43153 -0.09
C 2.51752 8.19752 -0.89846 -0.65
C 1.44151 8.83622 -1.76299 -0.46
O 0.19362 8.44012 -1.16609 -0.38
H 1.96685 6.09713 -1.13773 0.12
H 2.15162 6.61539 0.56192 0.29
H 3.45286 8.03127 -1.42933 0.36
H 2.72877 8.83500 -0.03832 0.29
H 1.46349 8.47126 -2.79207 0.27
H 1.50518 9.92168 -1.77437 0.34
O -2.32929 2.40577 -0.69702 -0.61
C -1.28698 2.42672 -1.28260 0.42
C -0.03804 3.16948 -0.85104 0.85
C 0.79521 3.16564 -2.13039 -0.57
C 0.32715 1.88714 -2.81232 -0.47
O -1.05120 1.73811 -2.42552 -0.37
H 0.44448 2.61104 -0.04570 -0.32
H -0.28111 4.17632 -0.51931 -0.12
H 1.87056 3.19175 -1.95963 0.40
H 0.53062 4.03013 -2.74339 0.30
H 0.87920 1.00780 -2.47338 0.14
H 0.39137 1.94319 -3.89632 0.34
```

## Properties
- highest occupied orbital energy (Ha) = -0.3432
- SMILES = CCOCC[C@@H]1CC(=O)O[C@@H]1CC(=O)c1ccccc1.O=C1CCCO1.O=C1CCCO1.O=C1CCCO1.O=C1CCCO1.O=C1CCCO1
- total charge = 0
- orbital gap (eV) = 9.6


[4]
Formula: C36H52AlN9O2Sb
Source: the OMol25 dataset
Level of theory: wB97M-V/def2-TZVPD

Geometry as XYZ:
```
101
Properties=species:S:1:pos:R:3:mulliken_charge:R:1
Al -1.35299 -0.05238 1.27780 0.13
C -4.99523 5.97540 1.91734 -1.61
C -4.07850 4.79463 2.08411 0.05
C -3.78906 4.26257 3.33887 -1.20
C -3.00172 3.14147 3.48114 -1.06
C -2.41761 2.48221 2.38192 1.84
N -1.67199 1.33354 2.51969 0.44
C -1.50359 0.84354 3.83648 -1.43
C -0.56140 1.35614 4.71958 -0.46
C -0.38521 0.79773 5.97533 -0.95
C -1.12812 -0.30412 6.38928 0.61
C -0.91030 -0.93741 7.73601 -1.53
C -2.06511 -0.82925 5.50787 -0.28
C -2.25678 -0.24929 4.26540 0.82
N -3.24447 -0.79443 3.38899 0.15
C -4.44868 -1.29242 3.71996 -0.08
C -5.04503 -1.75763 2.56880 -1.41
C -4.11498 -1.49939 1.56204 -0.01
N -3.02737 -0.92464 2.06344 0.38
C -2.68234 3.05331 1.12711 0.70
C -3.51695 4.16071 0.99278 -0.85
N -2.09901 2.52432 -0.07029 0.02
C -1.97376 3.17624 -1.23711 -0.07
C -1.49807 2.29134 -2.18049 -1.84
C -1.32769 1.09806 -1.49114 0.67
N -1.68384 1.24232 -0.20729 0.36
H -4.95704 6.62482 2.79115 0.39
H -4.72399 6.57102 1.04575 0.38
H -6.03182 5.65602 1.79088 0.30
H -4.20648 4.72548 4.22527 0.40
H -2.82434 2.74974 4.47253 0.48
H 0.03485 2.20175 4.40032 0.58
H 0.35649 1.21690 6.64437 0.36
H -0.18820 -0.37221 8.32254 0.39
H -1.84044 -0.98724 8.30336 0.34
H -0.53443 -1.95641 7.63075 0.33
H -2.63425 -1.70988 5.78244 0.57
H -4.79253 -1.26372 4.73926 0.51
H -6.01773 -2.20450 2.47165 0.44
H -4.17865 -1.69588 0.50475 0.49
H -3.75804 4.53780 0.00729 0.44
H -2.21383 4.21931 -1.32732 0.48
H -1.27029 2.50158 -3.21006 0.54
H -0.89921 0.17451 -1.84940 0.20
C 1.29231 -1.54807 -5.15986 -1.79
C 2.07602 -0.37529 -4.56665 1.68
C 3.39885 -0.25205 -5.32017 -1.53
C 1.26835 0.90460 -4.79483 -1.78
Sb 2.09037 -0.70836 -2.37184 1.11
C 3.34773 0.92656 -1.59331 1.88
C 3.83752 0.56613 -0.19147 -1.90
C 2.37747 2.10582 -1.44725 -1.49
C 4.53248 1.33361 -2.45914 -1.86
C 3.19278 -2.61179 -2.14797 1.66
C 2.13973 -3.69905 -2.38055 -1.72
C 3.68349 -2.74184 -0.70655 -1.83
C 4.36401 -2.83416 -3.09756 -1.75
H 1.09123 -1.35734 -6.22077 0.54
H 0.33174 -1.68871 -4.65402 0.19
H 1.85098 -2.48385 -5.09692 0.28
H 3.18495 -0.05725 -6.37833 0.48
H 3.99552 -1.15917 -5.27534 0.24
H 4.01080 0.56954 -4.96105 0.23
H 1.04757 1.01651 -5.86283 0.51
H 1.81869 1.79293 -4.48339 0.30
H 0.31599 0.89095 -4.25688 0.21
H 3.02545 0.18736 0.43263 0.28
H 4.22501 1.47271 0.28829 0.56
H 4.64841 -0.16056 -0.20849 0.31
H 1.56701 1.86534 -0.75372 0.02
H 1.93452 2.41352 -2.39611 0.27
H 2.91831 2.96793 -1.04107 0.52
H 5.19170 0.49337 -2.68578 0.25
H 5.12670 2.08546 -1.92696 0.47
H 4.21501 1.78486 -3.39786 0.40
H 1.33729 -3.64329 -1.64190 0.30
H 2.61094 -4.68456 -2.29083 0.49
H 1.68873 -3.63843 -3.37457 0.27
H 2.90734 -2.47722 0.01665 0.20
H 4.56070 -2.12516 -0.51537 0.35
H 3.96864 -3.78280 -0.51625 0.53
H 4.03429 -2.95272 -4.13010 0.37
H 4.88428 -3.75826 -2.81917 0.46
H 5.09226 -2.02253 -3.06052 0.24
C 2.41759 -1.06030 2.95296 -0.45
O 1.02675 -1.43788 3.02250 -0.37
C 0.19639 -0.88733 2.17353 -0.11
O 0.62591 -0.08598 1.28523 -0.03
H 2.88099 -1.50859 3.82553 0.32
H 2.51513 0.02314 2.97602 0.29
H 2.87014 -1.44780 2.04164 0.04
N -2.11311 -2.31261 -3.42833 -0.34
C -1.58856 -3.39355 -2.83063 0.57
N -1.33770 -4.47718 -3.56649 -0.35
N -1.31007 -3.46278 -1.53772 -0.73
C -1.40626 -2.40349 -0.80703 0.80
N -1.46950 -1.48634 -0.10165 -0.39
H -2.25424 -2.27390 -4.42229 0.24
H -2.31906 -1.48725 -2.89051 0.12
H -1.54803 -4.52809 -4.54641 0.20
H -0.91181 -5.26647 -3.11167 0.23
```

## Properties
- highest occupied orbital energy (Ha) = -0.3487
- total charge = +1
- energy relative to the best compared isomer or geometry (same formula, charge and spin) (kJ/mol) = 280.1
- orbital gap (eV) = 7.4


The following energy values (in eV) correspond, in order, to the records above: -81833.2208 -96727.0131 -66808.7232 -68814.6683.
The following max |F| values (in eV Å⁻¹) correspond, in order, to the records above: 1.12 5.16 1.75 0.35.